1.
9
Properties=species:S:1:pos:R:3:forces:R:3 method="wB97M-V/def2-TZVPD" homo_energy_ev="-5.23 / -3.02" multiplicity=1 total_charge=-1 homo_lumo_gap_ev="8.28 / 3.74" relative_energy_kcal_mol=56.6
C -1.728226 -0.596834 0.160537 -1.65 0.36 0.79
O 2.561486 -0.042497 1.137501 0.25 -0.04 -0.83
O 2.806379 2.047083 -0.159003 1.60 1.92 -0.01
O 1.829534 0.167978 -1.276660 0.10 -1.26 -0.87
S -3.240220 -0.307919 -0.864458 0.87 0.08 0.52
S 2.122937 0.799562 -0.003059 -2.04 -0.65 1.74
H -2.053796 -0.715827 1.243463 0.69 -0.04 -1.44
H -0.950318 0.152634 0.041895 -0.11 0.20 -0.09
H -1.347775 -1.504183 -0.280218 0.29 -0.56 0.18

2.
52
Properties=species:S:1:pos:R:3:forces:R:3 method="wB97M-V/def2-TZVPD" homo_energy_ev=-4.53 multiplicity=1 total_charge=-1 homo_lumo_gap_ev=5.13 relative_energy_kcal_mol=33.6
Pd 0.671112 0.744137 -2.449760 -1.52 1.01 -0.77
Cl 2.080412 1.336737 5.942640 0.08 -0.03 0.43
C 1.889012 1.331037 4.223140 -0.01 0.01 -0.27
C 0.874012 0.575237 3.659640 0.05 0.06 0.07
C 0.711212 0.604537 2.288340 0.09 0.10 -0.03
C 1.536212 1.393937 1.495240 -0.09 -0.13 0.00
C 2.564312 2.123037 2.074240 -0.21 -0.07 -0.08
C 2.748912 2.089737 3.445740 0.00 -0.03 0.08
C 1.258812 1.420137 0.018240 0.08 1.08 0.22
O 1.426312 2.452937 -0.646860 0.56 0.28 0.82
O 0.808712 0.339437 -0.450860 0.16 -0.52 0.13
H 0.226312 -0.019363 4.287640 -0.02 -0.01 0.06
H -0.061988 0.032337 1.800040 -0.08 -0.05 0.02
H 3.208212 2.712837 1.441240 0.04 0.13 -0.07
H 3.543612 2.651037 3.914040 0.04 0.03 0.05
Se 2.961412 -2.980963 -1.627260 0.55 2.00 -0.49
N 4.565112 -2.158263 -1.702760 0.19 -0.46 0.00
C 4.375012 -0.909963 -2.118260 -1.21 -1.14 0.33
C 5.330312 0.072737 -2.385160 0.21 1.70 -0.46
C 4.884412 1.330937 -2.797460 1.90 -1.58 0.49
C 3.539812 1.603737 -2.931760 -2.89 -1.29 0.12
N 2.605812 0.661637 -2.698960 1.79 1.84 -0.15
C 2.991412 -0.562263 -2.332660 0.71 -1.49 0.12
N 2.091012 -1.516563 -2.171160 0.39 -0.92 0.27
H 6.380912 -0.150663 -2.287860 0.12 0.03 0.07
H 5.598712 2.110237 -3.015460 0.06 0.02 -0.01
H 3.160712 2.566637 -3.252760 -0.01 -0.08 0.15
N -4.429688 -0.773263 3.877640 -0.16 0.00 0.42
C -3.854988 -1.210863 2.698340 0.08 -0.14 -0.47
C -2.478888 -1.442563 2.610740 -0.06 0.00 -0.02
C -1.919588 -1.908663 1.435140 -0.06 -0.02 0.05
C -2.727888 -2.146163 0.339240 0.09 -0.46 -0.61
C -4.093488 -1.945863 0.416640 -0.02 -0.06 -0.01
C -4.657788 -1.481363 1.587840 0.12 0.04 0.21
S -2.014088 -2.670363 -1.222860 0.14 1.63 -0.53
O -1.120088 -3.761663 -0.985960 0.56 -0.17 0.28
O -3.117488 -2.904063 -2.131360 -0.21 -0.36 0.25
N -1.173988 -1.346563 -1.688160 0.37 -2.77 1.02
C -1.853288 -0.326563 -2.089960 -1.45 0.69 -0.20
S -3.592088 -0.307963 -2.423860 0.15 0.73 -0.34
C -3.461788 1.377637 -2.824160 0.27 0.07 0.17
C -2.188688 1.811837 -2.698760 -0.63 0.22 -0.32
N -1.301988 0.868637 -2.285160 -0.08 -0.75 0.26
H -3.819988 -0.303363 4.527240 -0.10 0.05 -0.08
H -5.345988 -0.363263 3.790340 0.15 0.06 0.06
H -1.857388 -1.256163 3.475440 0.09 0.01 0.09
H -0.862188 -2.104263 1.348640 0.18 0.05 0.06
H -4.694488 -2.166363 -0.451260 -0.10 0.01 -0.02
H -5.725688 -1.326063 1.654140 -0.11 0.03 0.00
H -4.322088 1.921137 -3.152660 -0.16 0.28 -0.04
H -1.830288 2.808237 -2.901160 0.02 0.01 -0.07
Cl 0.474112 1.102937 -4.627260 -0.05 0.32 -1.25

3.
74
Properties=species:S:1:pos:R:3:forces:R:3 method="wB97M-V/def2-TZVPD" homo_energy_ev="-12.98 / -12.97" multiplicity=1 total_charge=+2 homo_lumo_gap_ev="5.22 / 5.21"
Ru 0.169126 0.130046 -0.122502 -2.53 -0.48 0.68
N -0.907885 1.297367 -1.426310 0.09 0.24 -0.03
C -0.996991 2.149357 -2.213267 0.24 -0.06 0.14
N -1.089939 3.084005 -3.092259 -0.14 -0.09 -0.13
C -0.995348 2.760100 -4.542199 0.01 0.00 0.08
C -1.713551 3.846965 -5.335158 0.04 -0.02 -0.09
C -2.983797 4.274132 -4.607953 -0.02 -0.05 0.00
C -2.646825 4.984043 -3.287277 0.00 0.06 0.01
C -1.312895 4.495589 -2.720235 0.04 -0.01 0.07
H -1.478678 1.792994 -4.685231 0.00 0.01 -0.04
H 0.058546 2.672836 -4.810825 -0.03 0.00 -0.05
H -1.937220 3.451315 -6.325657 -0.01 0.00 0.01
H -1.052867 4.702665 -5.490117 -0.01 0.01 0.03
H -3.589212 3.385710 -4.407177 0.00 0.00 -0.01
H -3.589213 4.921188 -5.239421 0.01 0.02 0.00
H -3.443785 4.827210 -2.559987 -0.01 -0.02 0.00
H -2.571012 6.061085 -3.442973 0.01 0.00 0.01
H -1.270085 4.568080 -1.634550 -0.01 0.02 -0.01
H -0.469102 5.060859 -3.117867 -0.03 0.02 -0.01
O 1.262949 -1.099066 1.118932 0.19 0.27 -0.13
C 2.124810 -0.410475 1.758039 0.05 0.02 -0.02
O 2.259342 0.812755 1.698208 0.10 -0.16 0.22
C 3.043839 -1.214425 2.670066 0.08 0.08 -0.05
N 4.103040 -0.258942 3.168006 0.11 0.08 0.03
C 4.118901 -0.303864 4.682041 0.02 0.05 -0.10
C 3.467292 -1.638877 5.001068 0.03 0.01 0.04
C 2.374867 -1.752502 3.939359 -0.02 -0.01 -0.04
H 3.536735 -2.001628 2.102402 -0.05 -0.02 0.00
H 3.832682 0.671402 2.800837 -0.06 -0.09 -0.02
H 5.016057 -0.493517 2.784014 -0.01 0.00 0.01
H 3.522596 0.539885 5.023959 -0.01 -0.03 0.05
H 5.142788 -0.184877 5.024934 -0.02 -0.01 0.05
H 3.079204 -1.660038 6.016637 -0.01 0.00 0.00
H 4.191769 -2.449329 4.904175 0.00 -0.01 -0.01
H 1.517802 -1.129100 4.202308 0.00 0.01 0.01
H 2.019328 -2.768342 3.789311 0.00 0.00 0.02
C -0.417856 2.484074 1.356239 -0.09 -0.06 0.12
Si -1.949623 1.437028 1.690005 0.10 0.07 0.09
C -2.155422 1.295579 3.533817 0.00 0.00 -0.08
C -3.437113 2.126189 0.802487 0.06 -0.06 -0.01
N -1.491939 -0.177526 1.011565 1.60 0.80 -1.04
C -2.152019 -1.329058 1.266375 -0.20 -0.99 0.00
C -3.512348 -1.356544 1.673053 0.21 0.20 -0.12
C -4.156293 -2.550528 1.891033 0.00 -0.12 0.00
C -3.463732 -3.755453 1.764493 0.07 0.05 -0.03
C -2.118317 -3.759729 1.402802 -0.16 -0.06 0.06
C -1.469497 -2.574394 1.139719 0.04 0.39 0.08
H 0.094616 2.693766 2.295394 0.00 0.01 0.01
H -0.742027 3.434112 0.925576 0.06 0.01 -0.04
H 0.380443 2.134513 0.682454 0.12 -0.02 -0.04
H -2.265894 2.302544 3.943850 -0.02 0.02 0.01
H -1.260870 0.862548 3.985967 0.01 -0.03 -0.01
H -3.015933 0.711979 3.857266 -0.04 -0.02 -0.05
H -3.532908 3.188167 1.040229 0.02 0.02 0.02
H -4.378256 1.650569 1.077044 0.02 -0.02 0.04
H -3.317842 2.031855 -0.276893 0.00 0.00 -0.04
H -4.063282 -0.429746 1.759652 0.02 0.01 0.03
H -5.203343 -2.556949 2.159867 0.00 0.01 0.03
H -3.973598 -4.690483 1.953216 -0.01 0.00 0.01
H -1.583765 -4.696930 1.330436 0.01 -0.01 -0.01
H -0.412890 -2.563095 0.898830 -0.13 0.00 -0.01
C 1.228814 -3.640394 -4.821763 0.01 0.00 -0.02
C 0.785918 -2.828824 -3.653261 -0.11 -0.01 0.05
C -0.425253 -3.074613 -2.993315 0.05 -0.02 -0.05
C -0.758906 -2.281141 -1.918021 -0.06 -0.02 -0.08
N 0.077318 -1.320715 -1.537213 0.25 -0.05 0.41
C 1.210312 -1.113906 -2.242887 -0.06 0.23 0.17
S 1.985245 0.307753 -1.555955 0.04 -0.14 -0.23
N 1.590762 -1.824462 -3.275890 0.03 0.02 0.07
H 0.649250 -4.553498 -4.930704 -0.01 0.00 0.01
H 2.285858 -3.880099 -4.721373 0.01 0.00 -0.01
H 1.119295 -3.045432 -5.730679 0.01 0.00 0.00
H -1.087739 -3.864772 -3.313269 0.01 -0.01 -0.03
H -1.685663 -2.395165 -1.367955 0.09 -0.01 -0.04

4.
14
Properties=species:S:1:pos:R:3:forces:R:3 method="wB97M-V/def2-TZVPD" homo_energy_ev=-9.25 multiplicity=1 homo_lumo_gap_ev=10.14 relative_energy_kcal_mol=114.7
O 1.164174 -0.978603 -1.567715 0.04 -0.05 -0.06
C 0.854304 0.117993 -0.906922 0.08 0.34 0.19
C -1.042315 -0.036824 -0.495676 -0.14 0.11 0.06
C -0.942065 -0.182056 1.016598 -0.24 0.04 -0.01
O 0.385501 -0.560589 1.340923 0.03 -0.03 0.06
C 1.238888 0.242976 0.571881 0.19 0.10 -0.13
H -0.106248 -0.752847 -1.173828 -0.20 -0.16 -0.09
H 0.858537 1.078978 -1.456902 0.02 -0.17 0.08
H -1.657909 -0.827163 -0.960974 0.14 0.05 0.01
H -1.410776 0.918731 -0.869701 0.08 -0.14 0.06
H -1.596054 -0.959705 1.417352 0.08 0.12 -0.07
H -1.190094 0.771654 1.508590 0.05 -0.13 -0.06
H 1.184609 1.298543 0.890360 -0.02 -0.14 -0.04
H 2.259454 -0.131093 0.686015 -0.11 0.06 -0.03

5.
51
Properties=species:S:1:pos:R:3:forces:R:3 method="wB97M-V/def2-TZVPD" homo_energy_ev="-1.94 / -2.12" multiplicity=2 total_charge=-1 homo_lumo_gap_ev="4.40 / 4.33" relative_energy_kcal_mol=54.8
Re 0.224384 -0.065512 -0.717615 -0.50 1.76 -0.30
N -2.053812 -0.275719 -0.743123 0.16 -0.12 0.05
C -2.277619 -1.672976 -1.159465 -0.09 -0.03 -0.02
C -1.411969 -2.540387 -0.258818 0.14 0.06 -0.03
O -1.842673 -3.576520 0.237635 -0.03 -0.08 0.04
N -0.197638 -1.981212 -0.064025 0.17 -0.25 0.14
C 0.557551 -2.455054 1.069907 0.04 -0.11 -0.11
C 0.602502 -1.404946 2.151247 -0.10 -0.20 0.11
O 0.615684 -1.609838 3.327396 0.02 0.08 -0.01
O 0.656898 -0.129598 1.607679 -0.16 0.00 -0.14
H -2.532412 0.373282 -1.357937 0.06 0.05 -0.04
H -2.435932 -0.129607 0.187540 -0.01 0.00 -0.01
H -3.315987 -1.996121 -1.071212 0.01 0.00 0.02
H -1.942118 -1.764272 -2.194228 -0.01 -0.01 0.00
H 0.138011 -3.366231 1.492266 0.02 -0.02 0.02
H 1.603460 -2.621936 0.782686 0.00 -0.02 0.00
C 4.466180 -0.326644 -2.793734 -0.08 0.04 0.00
C 2.985465 -0.243059 -2.497550 -0.15 0.02 -0.41
S 2.574258 -0.066285 -0.808119 -0.17 -0.15 0.34
C 2.038663 -0.281639 -3.450771 0.49 -0.11 0.01
C 2.334227 -0.398393 -4.923663 0.01 0.03 0.14
S 0.332303 -0.164255 -3.066584 -0.45 0.03 0.72
H 5.031780 -0.259725 -1.865239 0.01 -0.01 0.00
H 4.792419 0.489425 -3.443768 0.02 0.00 -0.01
H 4.728800 -1.269092 -3.281928 0.01 0.00 0.00
H 3.397610 -0.549320 -5.108202 0.00 0.00 -0.02
H 2.021044 0.506348 -5.451892 -0.01 0.00 -0.03
H 1.787848 -1.236208 -5.363459 -0.02 -0.01 -0.02
S -0.190216 4.325280 0.854231 -0.28 -0.10 -0.06
C -1.139076 4.099865 -0.584756 0.25 -0.16 0.26
C -1.925247 5.041219 -1.224184 -0.15 0.09 -0.09
C -2.586696 4.685555 -2.391875 0.12 -0.03 0.10
C -2.422738 3.403907 -2.906240 -0.04 0.01 -0.07
C -1.632834 2.460910 -2.266466 0.07 -0.02 0.13
C -0.987892 2.788846 -1.068277 -0.15 0.52 -0.41
N -0.155121 1.975198 -0.316849 1.17 -1.22 0.06
C 0.353720 2.640358 0.773308 -0.59 0.11 -0.50
C 1.262915 2.198164 1.769268 0.32 -0.14 0.19
C 2.046541 3.166987 2.456374 -0.03 -0.07 -0.01
C 2.999983 2.832004 3.388262 -0.05 0.03 -0.05
C 3.236894 1.496359 3.695440 -0.10 -0.19 -0.11
C 2.459113 0.519728 3.086077 0.30 0.05 0.22
C 1.475185 0.862719 2.184794 -0.18 0.19 -0.13
H -2.017150 6.040669 -0.816875 0.00 -0.01 0.00
H -3.206398 5.407752 -2.907406 -0.01 0.00 0.01
H -2.905779 3.136262 -3.838176 0.01 -0.02 0.01
H -1.448323 1.500117 -2.721744 -0.03 -0.02 -0.02
H 1.924553 4.206495 2.182434 0.02 0.01 0.03
H 3.583719 3.612949 3.859845 0.00 0.01 -0.01
H 4.003903 1.209006 4.401369 -0.01 0.00 0.01
H 2.615714 -0.514356 3.348023 0.01 0.01 -0.02